Entry from OMol25: a 3-piece molecular cluster, C18H45BClN2O4P2 overall (ωB97M-V/def2-TZVPD).

Cartesian coordinates (Å):
C  -1.058  6.729  -2.368
N  -1.178  6.330  -3.766
C  -1.244  4.912  -4.052
C  0.075  4.071  -3.974
Cl  0.491  3.560  -5.704
C  1.313  4.780  -3.398
O  1.248  4.502  -2.020
B  0.564  3.198  -1.865
P  -0.931  3.278  -0.534
C  -1.550  1.542  -0.654
C  -0.191  3.166  1.160
P  1.940  1.776  -1.544
N  1.637  0.235  -1.586
O  2.665  2.059  -0.095
O  3.214  2.170  -2.504
O  -0.075  2.954  -3.196
H  -1.494  7.721  -2.222
H  -0.025  6.732  -1.996
H  -1.596  6.013  -1.745
H  -0.462  6.771  -4.328
H  -1.926  4.440  -3.341
H  -1.667  4.793  -5.051
H  2.207  4.362  -3.879
H  1.313  5.861  -3.560
H  -1.988  1.392  -1.645
H  -2.330  1.378  0.097
H  -0.765  0.799  -0.500
H  -0.976  2.872  1.864
H  0.638  2.467  1.243
H  0.167  4.154  1.461
H  0.767  0.049  -2.070
H  2.552  1.239  0.412
H  3.205  3.119  -2.686
C  -1.773  -5.469  -2.177
C  -2.412  -5.099  -0.844
C  -3.400  -3.937  -0.943
C  -2.795  -2.625  -1.449
C  -1.606  -2.116  -0.638
C  -1.926  -1.814  0.819
H  -1.186  -4.645  -2.582
H  -1.106  -6.327  -2.073
H  -2.537  -5.726  -2.916
H  -1.628  -4.854  -0.122
H  -2.935  -5.970  -0.437
H  -3.854  -3.775  0.039
H  -4.220  -4.225  -1.611
H  -3.578  -1.859  -1.446
H  -2.491  -2.737  -2.493
H  -1.225  -1.205  -1.101
H  -0.782  -2.834  -0.686
H  -2.744  -1.094  0.905
H  -1.054  -1.380  1.308
H  -2.210  -2.712  1.374
C  2.179  -0.987  2.137
C  1.482  -2.262  2.597
C  0.892  -2.168  4.003
C  1.913  -1.902  5.111
C  3.049  -2.921  5.192
C  2.572  -4.344  5.460
H  3.042  -0.748  2.763
H  2.525  -1.068  1.106
H  1.492  -0.136  2.177
H  2.175  -3.107  2.537
H  0.675  -2.493  1.899
H  0.340  -3.087  4.224
H  0.150  -1.363  4.018
H  1.388  -1.880  6.073
H  2.342  -0.905  4.978
H  3.739  -2.615  5.984
H  3.628  -2.900  4.264
H  1.998  -4.393  6.389
H  3.412  -5.035  5.549
H  1.931  -4.709  4.657

Computed properties:
E_LUMO ... 2.633 eV
Net charge ... -1
Electronic energy ... -2291.2677 Eh
Kohn-Sham gap ... 6.9 eV